# 1
Here is a 2-piece molecular cluster, C3H6NO2 overall from OMol25. Energies are from ωB97M-V/def2-TZVPD.

ΔE to the lowest compared entry with this formula, charge and spin (eV): 2.532
Charge: -2
2S+1: 2
<S²>: 0.76
HOMO level (alpha / beta) (eV): 2.104 / 2.096

```
12
C3H6NO2 | OMol25 | ωB97M-V/def2-TZVPD
C 1.3196 0.2162 -0.0627
N 1.6561 2.1037 0.4761
C 0.6088 1.2525 0.9483
C -2.0830 -1.5750 -0.9605
O -1.8061 -2.5144 -0.1863
O -3.1509 -0.9264 -1.0280
H 1.9975 -0.3283 0.6064
H 0.5233 -0.5024 -0.3408
H 1.9146 0.9676 -0.6202
H -1.2414 -1.2043 -1.6057
H 0.7070 0.9785 2.0191
H -0.4454 1.5322 0.7544
```


# 2
Here is an isolated ion of composition C3H6NO2 and charge +1 from OMol25. Energies are from ωB97M-V/def2-TZVPD.

ΔE to the lowest compared entry with this formula, charge and spin (eV): 2.626
Charge: +1
SMILES string: C[N+]1=COCO1
HOMO level (eV): -15.414

```
12
C3H6NO2 | OMol25 | ωB97M-V/def2-TZVPD
C -1.8246 0.0164 0.0585
N -0.3759 -0.0690 -0.1713
C 0.4356 -1.0673 -0.0556
O 1.6614 -0.6364 -0.0693
C 1.6806 0.7760 0.0646
O 0.3788 1.1297 -0.2883
H -2.0353 0.3398 1.0672
H -2.0362 -1.0470 -0.0134
H -2.2981 0.5481 -0.7702
H 0.2583 -2.1219 -0.2333
H 1.8829 0.8575 1.1591
H 2.2724 1.2740 -0.7480
```


# 3
Here is an isolated ion of composition C3H6NO2S and charge +1 from OMol25. Energies are from ωB97M-V/def2-TZVPD.

ΔE to the lowest compared entry with this formula, charge and spin (eV): 6.912
Charge: +1
SMILES string: C#[N+]S(=O)(=O)CC
HOMO level (eV): -15.460

```
13
C3H6NO2S | OMol25 | ωB97M-V/def2-TZVPD
C -1.9720 -1.0063 -1.5475
N -1.0637 -0.4807 -1.1296
S 0.7049 0.2920 -1.0896
O 1.4721 -1.4343 -1.3736
O 0.6772 1.3241 -2.0593
C 0.6338 0.9928 0.6228
C 0.2148 -0.0966 1.6516
H -2.7657 -1.6003 -1.7562
H 1.6596 1.2972 0.8747
H -0.0106 1.7328 0.3903
H 0.8689 -0.9294 1.4751
H 0.2592 0.3342 2.5773
H -0.6785 -0.4254 1.3639
```


# 4
Here is an isolated ion of composition C3H6NO2S2 and charge -1 from OMol25. Energies are from ωB97M-V/def2-TZVPD.

ΔE to the lowest compared entry with this formula, charge and spin (eV): 2.490
Charge: -1
SMILES string: CN(C)C([S-])=S(=O)=O
HOMO level (eV): -3.564

```
14
C3H6NO2S2 | OMol25 | ωB97M-V/def2-TZVPD
C 0.6688 -1.1856 -0.0653
N 0.3575 0.2444 0.0625
C 1.3856 1.2320 0.0813
C -1.0270 0.7007 -0.0930
S -1.4168 2.3190 -0.2281
S -2.4656 -0.6053 0.0489
O -1.9425 -1.3914 1.1761
O -2.5076 -1.2695 -1.2553
H -0.1965 -1.6714 0.6195
H 0.6609 -1.4476 -1.0844
H 1.6528 -1.3886 0.3698
H 0.9306 2.1928 -0.3664
H 1.6310 1.6147 1.0002
H 2.2689 0.6559 -0.2657
```


# 5
Here is a 3-piece molecular cluster, C3H6NO3 overall from OMol25. Energies are from ωB97M-V/def2-TZVPD.

ΔE to the lowest compared entry with this formula, charge and spin (eV): 4.910
Charge: 0
2S+1: 2
<S²>: 0.75
HOMO level (alpha / beta) (eV): -7.331 / -10.030

```
13
C3H6NO3 | OMol25 | ωB97M-V/def2-TZVPD
H 1.3619 1.4277 0.9563
C 1.5325 0.5964 1.6435
H 0.3320 0.4753 1.8993
C -0.2513 -0.4184 -0.1024
H 0.0385 -1.2107 0.6244
C -1.4161 0.3777 0.0119
O 0.5262 -0.3253 -1.1110
N -0.1140 -1.5332 -2.3869
O 0.6596 -1.2999 -3.1851
O 2.5339 0.0340 1.4985
H -1.7555 0.3899 1.0505
H -1.1672 1.4423 -0.2466
H -2.2805 0.0443 -0.6522
```


# 6
Here is a 2-piece molecular cluster, C3H6NO4 overall from OMol25. Energies are from ωB97M-V/def2-TZVPD.

ΔE to the lowest compared entry with this formula, charge and spin (eV): 1.750
Charge: -1
HOMO level (eV): -5.504

```
14
C3H6NO4 | OMol25 | ωB97M-V/def2-TZVPD
O 1.9093 0.1069 1.3932
C 1.1260 0.0846 0.4734
N -0.2369 -0.1065 0.3683
C -0.8979 -0.9791 -0.6639
O -0.2205 -1.4915 -1.5423
O -2.0527 -1.1937 -0.2033
C 1.8325 0.3812 -0.8832
H -0.7262 -0.0555 1.2583
H 2.9292 0.3806 -0.6151
H 1.1973 1.0645 -1.4394
H 1.8733 -0.6041 -1.4205
H -1.6491 1.1976 1.4382
H -2.5531 0.1415 0.7445
O -2.5312 1.0734 1.0919
```


# 7
Here is a 2-piece molecular cluster, C3H6NO4 overall from OMol25. Energies are from ωB97M-V/def2-TZVPD.

ΔE to the lowest compared entry with this formula, charge and spin (eV): 1.727
Charge: -1
HOMO level (eV): -4.585

```
14
C3H6NO4 | OMol25 | ωB97M-V/def2-TZVPD
O 2.5932 0.8667 -0.2346
C 1.4200 0.5186 -0.2397
C 0.7507 -0.1488 0.9254
N 0.2144 -1.4307 0.4563
C -1.0788 -1.5148 -0.3104
O -1.5275 -2.6599 -0.3455
O -1.4809 -0.4291 -0.7721
H 0.8655 0.5963 -1.1853
H 1.4815 -0.2638 1.7128
H -0.0899 0.4009 1.3398
H 0.9173 -2.1240 0.2142
H -1.0782 2.6274 -0.9783
H -1.5309 1.3021 -0.4098
O -1.4563 2.2591 -0.1727
```


# 8
Here is a 2-piece molecular cluster, C3H6NO4 overall from OMol25. Energies are from ωB97M-V/def2-TZVPD.

ΔE to the lowest compared entry with this formula, charge and spin (eV): 4.153
Charge: 0
2S+1: 2
<S²>: 0.76
HOMO level (alpha / beta) (eV): -8.013 / -10.175

```
14
C3H6NO4 | OMol25 | ωB97M-V/def2-TZVPD
C 1.3270 0.8610 0.1814
C 0.1039 0.1629 -0.2646
C 0.0092 -1.3306 -0.1935
O 1.0293 -1.8890 -0.9962
O -0.7845 0.8358 -0.7716
N -2.0697 1.3450 0.4921
O -1.7981 2.4638 0.8004
O -2.8384 0.4401 0.5536
H 2.0890 0.1590 0.5168
H 1.7599 1.4684 -0.6406
H 1.1210 1.5635 1.0170
H 0.1429 -1.6253 0.8587
H -0.9947 -1.5992 -0.5479
H 0.9034 -2.8554 -1.0055
```


# 9
Here is an isolated ion of composition C3H6NOS and charge -1 from OMol25. Energies are from ωB97M-V/def2-TZVPD.

ΔE to the lowest compared entry with this formula, charge and spin (eV): 1.502
Charge: -1
SMILES string: NC(=O)CC[S-]
HOMO level (eV): -2.908

```
12
C3H6NOS | OMol25 | ωB97M-V/def2-TZVPD
N -1.1507 0.6273 -0.9170
C -0.1761 -0.3415 -1.1089
O 0.3488 -0.6544 -2.2366
C 0.3254 -0.9780 0.0400
C 0.5734 0.1711 1.1989
S 0.7472 2.0673 0.9748
H -1.7497 1.0030 -1.7535
H -0.8859 1.3059 -0.2170
H -0.3871 -1.6811 0.6116
H 1.2712 -1.4093 -0.2151
H 1.4396 -0.1996 1.8432
H -0.3560 0.0895 1.7797
```


# 10
Here is an isolated ion of composition C3H6NOS and charge +1 from OMol25. Energies are from ωB97M-V/def2-TZVPD.

ΔE to the lowest compared entry with this formula, charge and spin (eV): 2.040
Charge: +1
HOMO level (eV): -13.921

```
12
C3H6NOS | OMol25 | ωB97M-V/def2-TZVPD
C 1.7695 0.4959 0.1005
C -0.2415 1.2305 -0.0083
C -0.1980 -1.3216 0.1334
N -0.9797 -0.0828 -0.3489
O 2.6655 1.2586 0.1046
S 1.6409 -1.1836 -0.1470
H -0.5160 1.6680 1.0699
H -0.1770 1.9373 -0.7902
H -0.3924 -1.4061 1.2025
H -0.4996 -2.3404 -0.1499
H -1.8920 -0.1891 0.2352
H -1.1797 -0.0668 -1.4017
```


# 11
Here is a 2-piece molecular cluster, C3H6NP overall from OMol25. Energies are from ωB97M-V/def2-TZVPD.

ΔE to the lowest compared entry with this formula, charge and spin (eV): 2.659
Charge: 0
HOMO level (eV): -7.190

```
11
C3H6NP | OMol25 | ωB97M-V/def2-TZVPD
C 0.8550 0.5310 -0.6171
C -1.0348 -1.2938 0.1097
C 1.4934 0.9270 0.4492
N -2.0871 -0.5626 0.1296
P -3.1977 0.4798 0.0758
H 1.3306 -0.1975 -1.2242
H 0.0642 1.1476 -1.0001
H -0.9464 -2.3020 0.4312
H -0.0969 -0.8455 -0.0119
H 2.2670 0.3030 0.6937
H 1.3528 1.8132 0.9640
```


# 12
Here is an isolated ion of composition C3H6NS3 and charge +1 from OMol25. Energies are from ωB97M-V/def2-TZVPD.

ΔE to the lowest compared entry with this formula, charge and spin (eV): 0.631
Charge: +1
SMILES string: SC1(S)[NH2+]C=CS1
HOMO level (eV): -13.541

```
13
C3H6NS3 | OMol25 | ωB97M-V/def2-TZVPD
S -2.4846 0.5859 -0.1368
C -0.9269 -0.0290 -0.7548
S -0.3855 0.8721 -2.3071
N 0.3832 0.4235 0.3116
C 1.3582 -0.6834 0.3341
C 0.8054 -1.7946 -0.2095
S -0.8485 -1.8394 -0.6578
H -2.6053 -0.5838 0.4260
H -1.7313 0.9376 -2.7233
H -0.0876 0.7531 1.2199
H 0.7457 1.2795 -0.0560
H 2.3503 -0.5826 0.8084
H 1.1886 -2.7261 -0.4891
```


# 13
Here is one molecule with the formula C3H6O from OMol25. Energies are from ωB97M-V/def2-TZVPD.

ΔE to the lowest compared entry with this formula, charge and spin (eV): 1.366
Charge: 0
SMILES string: C=CCO
HOMO level (eV): -9.506

```
10
C3H6O | OMol25 | ωB97M-V/def2-TZVPD
C -1.3991 -0.6867 0.0082
C -0.7110 0.4727 -0.0340
C 0.7863 0.4787 0.0485
O 1.2732 -0.8277 -0.1149
H -2.4341 -0.6005 -0.1197
H -0.9084 -1.6718 0.2345
H -1.1725 1.4755 -0.2919
H 1.1783 0.9439 1.0289
H 1.1397 1.0774 -0.8031
H 2.2477 -0.6614 0.0435
```


# 14
Here is a 2-piece molecular cluster, C3H6O overall from OMol25. Energies are from ωB97M-V/def2-TZVPD.

ΔE to the lowest compared entry with this formula, charge and spin (eV): 5.269
Charge: 0
HOMO level (eV): -8.597

```
10
C3H6O | OMol25 | ωB97M-V/def2-TZVPD
C 0.5120 -0.3134 0.6057
C 0.5268 1.0223 -0.2477
C -0.5130 0.0023 -0.2558
O -1.1122 -0.8102 -1.1994
H 1.3185 -0.9888 0.3208
H 0.3283 -0.3807 1.6872
H 0.5269 2.0607 0.1350
H 1.2752 0.7476 -1.0140
H -2.0432 0.3419 0.9573
H -0.8192 -1.6818 -0.9891
```


# 15
Here is a 2-piece molecular cluster, C3H6O overall from OMol25. Energies are from ωB97M-V/def2-TZVPD.

ΔE to the lowest compared entry with this formula, charge and spin (eV): 2.046
Charge: 0
SMILES string: CC=C=O.[H][H]
HOMO level (eV): -8.841

```
10
C3H6O | OMol25 | ωB97M-V/def2-TZVPD
C -1.4394 0.3688 0.3298
C -0.0456 -0.2027 0.2122
C 0.9319 0.6077 -0.1147
O 1.6720 1.4596 -0.4414
H -1.7213 0.4775 1.3800
H -2.1736 -0.2894 -0.1436
H -1.5285 1.3483 -0.1470
H 0.1371 -1.2240 0.5117
H 1.7720 -1.3297 -0.9836
H 2.3954 -1.2160 -0.6035
```


# 16
Here is one molecule with the formula C3H6O from OMol25. Energies are from ωB97M-V/def2-TZVPD.

ΔE to the lowest compared entry with this formula, charge and spin (eV): 1.932
Charge: 0
SMILES string: CCC=O
HOMO level (eV): -9.896

```
10
C3H6O | OMol25 | ωB97M-V/def2-TZVPD
C -1.2290 0.2228 0.0833
C 0.2354 -0.5778 -0.1568
C 1.5255 0.2050 0.0941
O 1.5816 1.4072 0.2244
H -0.9644 1.1727 0.5354
H -1.8960 -0.4184 0.6610
H -1.8216 0.4794 -0.8479
H 0.3694 -1.5881 0.2806
H -0.2678 -0.5024 -1.0900
H 2.4670 -0.4004 0.2159
```


# 17
Here is one molecule with the formula C3H6O from OMol25. Energies are from ωB97M-V/def2-TZVPD.

ΔE to the lowest compared entry with this formula, charge and spin (eV): 1.529
Charge: 0
SMILES string: C=C(C)O
HOMO level (eV): -8.317

```
10
C3H6O | OMol25 | ωB97M-V/def2-TZVPD
C 0.0781 -0.9332 0.9770
C 0.0063 0.1525 0.1554
C -0.0197 0.1274 -1.3163
O 0.0642 1.4029 0.6873
H -0.5717 -1.8007 0.8731
H 0.4938 -0.7136 1.9560
H -0.1062 -0.9094 -1.6277
H -1.0071 0.6096 -1.4436
H 0.7938 0.5469 -1.8832
H 0.2684 1.5177 1.6220
```


# 18
Here is a 2-piece molecular cluster, C3H6O overall from OMol25. Energies are from ωB97M-V/def2-TZVPD.

ΔE to the lowest compared entry with this formula, charge and spin (eV): 5.640
Charge: 0
HOMO level (eV): -9.105

```
10
C3H6O | OMol25 | ωB97M-V/def2-TZVPD
C -1.4658 0.9778 -0.3673
C -0.5121 0.1163 0.4778
C 0.6176 -0.3809 -0.1270
O 1.5407 -1.1141 0.2345
H -2.5709 0.9931 -0.1445
H -1.3701 2.0787 -0.2667
H -1.1377 0.5799 -1.3896
H -0.7528 -0.2688 1.4530
H 0.5585 -0.2760 -1.2142
H 1.1093 1.5264 -0.2154
```


# 19
Here is a 2-piece molecular cluster, C3H6O2 overall from OMol25. Energies are from ωB97M-V/def2-TZVPD.

ΔE to the lowest compared entry with this formula, charge and spin (eV): 3.007
Charge: 0
HOMO level (eV): -9.537

```
11
C3H6O2 | OMol25 | ωB97M-V/def2-TZVPD
C -0.9514 -0.7915 0.6612
C 0.2734 -0.2280 -0.0833
O 0.4066 -0.8501 -1.2758
C 0.4598 1.2189 -0.0881
O 0.8949 1.7698 -1.0791
H -0.8822 -1.8695 0.8031
H -1.1347 -0.2961 1.6171
H -1.8567 -0.6155 0.0367
H 1.7110 0.1473 0.3644
H 0.7939 -0.1792 -1.8710
H 0.2587 1.7160 0.8944
```


# 20
Here is C3H6O2 as an isolated structure from OMol25. Energies are from ωB97M-V/def2-TZVPD.

ΔE to the lowest compared entry with this formula, charge and spin (eV): 5.072
Charge: 0
HOMO level (eV): -10.373

```
11
C3H6O2 | OMol25 | ωB97M-V/def2-TZVPD
C 0.6410 -1.6397 -0.5928
C -0.5564 0.3989 0.1652
C -0.2620 1.7322 0.5849
H 0.9902 -1.9882 -1.6148
H -0.6852 -1.7779 -0.9699
H 1.1342 -2.3180 0.3655
H -0.8065 2.3692 0.7088
H 0.1129 2.2677 -0.2438
H 0.3426 1.5040 1.5977
O 0.6259 -0.2931 -0.1813
O -1.5367 -0.2550 0.1806
```


Result set for max |F|: 4.0 2.4 7.5 4.7 6.8 3.9 1.9 2.8 5.7 4.6 2.7 2.4 2.6 6.4 1.5 3.3 3.1 4.5 3.3 17.5 eV/Å, one per record in the order listed.